Computed, not measured: 2 unconnected molecules or ions with the total composition C4H7FN2 in a non-equilibrium geometry, with wB97M-V/def2-TZVPD.

Orbital gap in eV: 9.6
Lowest unoccupied orbital energy in eV: 0.72
Net charge: 0
Energy relative to the best compared isomer or geometry (same formula, charge and spin) in kJ/mol: 384.7

Geometry as XYZ:
```
14
C4H7FN2 | the OMol25 dataset | wB97M-V/def2-TZVPD
N -0.3346 -0.1173 -1.4139
H 0.2086 1.9028 -2.8145
H 1.8453 1.2961 -2.1846
H -0.6170 1.0802 1.2916
H -1.7174 -2.1117 -0.5981
C 0.2032 0.4202 0.9829
H -2.1259 -2.4634 1.7452
C -0.3816 -0.3210 -0.1856
H 1.2928 0.8115 0.6168
C -1.2780 -1.4875 0.1561
F 0.7010 2.4272 -1.0460
N -1.4684 -1.6856 1.4205
H 0.4435 -0.5201 1.6138
C 0.7834 1.5295 -2.0699
```

Mulliken atomic charge list, values in e, 4 entries: -0.666, 0.260, 0.220, 0.246